{"formula": "C5H9N2P", "method": "wB97M-V/def2-TZVPD", "species": ["P", "N", "N", "C", "C", "C", "C", "C", "H", "H", "H", "H", "H", "H", "H", "H", "H"], "coordinates": [[-2.7436, 1.5918, 0.6932], [-1.5233, 1.4313, 1.5139], [-0.4324, -0.4699, 1.5045], [-0.6017, -2.0799, -0.1059], [-0.2644, -0.6470, 0.2181], [0.4930, 1.5370, -0.9323], [-0.3942, 0.7614, 2.1273], [0.0906, 0.0297, -0.8603], [-0.5582, 0.7096, 3.1578], [1.2871, 1.5846, -0.2234], [0.0098, -0.4737, -1.8402], [0.6966, 1.8542, -1.9303], [-0.3714, 2.1511, -0.7457], [0.5981, 1.4502, 2.0292], [-0.0314, -2.3868, -0.9602], [-1.7258, -2.3001, -0.1465], [-0.4080, -2.7451, 0.7982]], "forces_ev_per_a": [[-0.919, -0.003, -1.039], [0.826, 0.788, 1.775], [0.408, -0.267, 1.403], [-1.595, -1.919, 1.956], [-0.841, -3.380, 0.792], [-1.313, -2.376, -0.065], [2.056, 2.490, -2.157], [0.501, 3.799, -3.054], [-0.418, -0.253, 1.641], [0.649, 1.122, 0.276], [0.144, 0.199, 0.749], [1.045, -0.195, -0.695], [-0.177, 0.397, 0.968], [-2.059, -1.325, -0.160], [-0.172, -0.666, -0.489], [1.351, 0.739, -0.735], [0.515, 0.849, -1.168]], "lumo_energy_ev": [-0.99, -0.43], "total_charge": 0, "relative_energy_kj_mol": 385.21, "e_tot_ha": -646.6076, "homo_lumo_gap_ev": [5.7, 7.6]}



{"formula": "C5H9N2PS2", "method": "wB97M-V/def2-TZVPD", "species": ["S", "S", "P", "N", "N", "C", "C", "C", "C", "C", "H", "H", "H", "H", "H", "H", "H", "H", "H"], "coordinates": [[0.7928, -2.4073, 1.9628], [-1.1289, 2.3761, 0.6864], [-0.2538, -1.4141, -0.9528], [-0.6622, 0.2718, -0.7760], [-0.1261, -0.0017, 1.3542], [1.4497, -1.2226, -1.6722], [-0.5172, 0.8515, 0.3888], [0.2453, -1.2912, 0.9513], [-0.0283, 0.4078, 2.6794], [-1.1579, 0.9785, -1.9379], [1.9267, -2.0762, -1.2682], [-0.4499, 1.3211, 2.8354], [-0.4943, 0.6654, -2.8184], [1.4499, -1.1772, -2.7001], [-0.5260, -0.4644, 3.1880], [-2.1950, 0.8352, -2.0079], [1.6527, -0.2690, -1.2572], [1.0626, 0.5080, 3.1030], [-1.0401, 2.1083, -1.7584]], "forces_ev_per_a": [[0.360, -0.643, 0.017], [0.468, 0.352, 0.259], [0.214, 0.205, 1.742], [0.338, -0.997, -2.086], [1.756, -1.616, -1.425], [-2.036, 0.100, 2.077], [-2.087, 1.775, 0.368], [-1.110, 1.238, -1.361], [2.608, -3.263, 2.909], [2.551, 1.837, -0.455], [1.233, -0.574, 0.300], [-1.587, 2.214, 0.297], [-1.465, 0.420, 0.884], [-0.034, -0.177, -2.316], [0.497, 1.267, 0.536], [-1.394, -0.520, -0.745], [1.363, 0.687, 0.397], [-1.772, -0.552, -1.049], [0.097, -1.753, -0.349]], "lumo_energy_ev": -0.47, "total_charge": 0, "relative_energy_kj_mol": 0.00, "e_tot_ha": -1443.1331, "homo_lumo_gap_ev": 8.0, "smiles": "Cn1c(=S)n(C)p(C)c1=S"}